The following is a DFT calculation (the ωB97M-V functional and the def2-TZVPD basis) of a cluster of 15 separate species, C60H90O30 in total.

The HOMO-LUMO gap comes out at 9.9 eV. Its spin multiplicity is 1. Its largest force on an atom is 0.0557 hartree/bohr. As for the LUMO energy: 0.12 eV.

Last columns: bonded neighbours and bond lengths (Å).
Geometry (Å):
1 O -6.18 1.40 -1.72  C43 1.191
2 O 1.20 0.08 3.84  C36 1.448, C76 1.345
3 O 5.68 1.56 -1.17  C42 1.409, C68 1.363
4 O -1.91 2.34 1.63  C90 1.218
5 O -1.29 2.11 -3.54  C46 1.219
6 O 4.97 3.14 2.70  C60 1.227
7 O 0.23 -2.85 5.00  C74 1.199
8 O -2.62 6.16 -3.75  C88 1.194
9 O -4.21 0.76 4.10  C39 1.190
10 O 3.68 -5.13 -0.41  C49 1.339, C51 1.444
11 O -4.17 0.64 -6.27  C57 1.199
12 O 6.01 1.19 2.82  C41 1.443, C60 1.330
13 O 1.90 5.50 -1.19  C56 1.334, C69 1.395
14 O 2.97 -3.05 -0.38  C49 1.188
15 O 3.49 -4.46 -3.30  C72 1.207
16 O 4.13 -0.06 -1.18  C68 1.204
17 O -2.13 -5.00 0.39  C35 1.357, C85 1.412
18 O -0.51 -2.49 0.86  C48 1.201
19 O -0.10 -4.56 3.63  C61 1.418, C74 1.364
20 O -1.01 -0.93 -0.50  C48 1.297, C58 1.454
21 O -3.06 -0.98 3.41  C39 1.338, C67 1.465
22 O -1.81 3.21 3.66  C50 1.450, C90 1.325
23 O -4.55 0.98 -0.23  C43 1.355, C82 1.396
24 O 3.19 -2.29 -3.63  C63 1.392, C72 1.326
25 O -0.10 3.64 -4.56  C46 1.298, C80 1.444
26 O -3.00 4.32 -2.68  C37 1.446, C88 1.333
27 O 2.96 -0.25 5.21  C76 1.213
28 O -2.78 -0.73 -5.24  C57 1.348, C70 1.485
29 O 1.04 6.50 0.61  C56 1.212
30 O -4.08 -4.16 1.10  C35 1.218
31 C -1.87 5.93 -1.41  C53 1.515, C88 1.507, H111 1.088, H155 1.079
32 C 0.88 -2.07 -3.48  C63 1.492, C79 1.538, H93 1.087, H120 1.060
33 C 2.74 3.44 -0.30  C40 1.556, C69 1.539, H99 1.067, H102 1.066
34 C 6.17 -0.25 -2.56  C68 1.516, C86 1.526, H139 1.078, H162 1.089
35 C -3.22 -4.21 0.23  O17 1.357, O30 1.218, C77 1.506
36 C -0.24 0.06 3.99  O2 1.448, C83 1.531, H105 1.098, H159 1.115
37 C -2.76 3.75 -1.37  O26 1.446, C53 1.581, H121 1.122, H137 1.080
38 C 5.38 -3.48 -0.40  C45 1.537, C49 1.530, H116 1.116, H118 1.077
39 C -4.06 -0.42 4.10  O9 1.190, O21 1.338, C54 1.516
40 C 2.08 4.30 0.81  C33 1.556, C56 1.517, H122 1.085, H125 1.092
41 C 5.75 -0.20 2.58  O12 1.443, C66 1.576, H171 1.129, H175 1.117
42 C 6.76 1.95 -1.97  O3 1.409, C86 1.557, H161 1.107, H170 1.116
43 C -5.69 0.69 -0.89  O1 1.191, O23 1.355, C64 1.501
44 C 1.96 -3.51 3.45  C65 1.517, C74 1.463, H126 1.078, H158 1.089
45 C 6.03 -4.85 -0.66  C38 1.537, C51 1.536, H156 1.099, H168 1.108
46 C -1.20 2.96 -4.40  O5 1.219, O25 1.298, C81 1.530
47 C -3.77 -0.61 -3.08  C70 1.524, C75 1.492, H117 1.111, H143 1.088
48 C -0.20 -1.44 0.38  O18 1.201, O20 1.297, C55 1.469
49 C 3.89 -3.81 -0.41  O10 1.339, O14 1.188, C38 1.530
50 C -2.63 3.86 4.66  O22 1.450, C59 1.534, H129 1.069, H150 1.087
51 C 4.92 -5.87 -0.34  O10 1.444, C45 1.536, H134 1.111, H136 1.095
52 C 0.84 0.61 -0.16  C55 1.496, C58 1.570, H91 1.083, H145 1.086
53 C -1.52 4.57 -0.83  C31 1.515, C37 1.581, H169 1.076, H179 1.077
54 C -4.89 -1.47 4.81  C39 1.516, C71 1.515, H112 1.082, H130 1.104
55 C 1.02 -0.66 0.62  C48 1.469, C52 1.496, H132 1.087, H146 1.068
56 C 1.54 5.53 0.10  O13 1.334, O29 1.212, C40 1.517
57 C -3.80 0.16 -5.24  O11 1.199, O28 1.348, C75 1.521
58 C -0.53 0.38 -0.91  O20 1.454, C52 1.570, H98 1.117, H160 1.065
59 C -4.00 4.07 4.00  C50 1.534, C73 1.530, H133 1.077, H167 1.080
60 C 4.95 1.93 2.50  O6 1.227, O12 1.330, C78 1.516
61 C 0.54 -5.13 2.50  O19 1.418, C65 1.536, H127 1.074, H141 1.074
62 C -1.58 4.35 -6.33  C80 1.550, C81 1.523, H108 1.074, H109 1.080
63 C 2.18 -1.36 -3.39  O24 1.392, C32 1.492, H103 1.103, H178 1.111
64 C -6.20 -0.67 -0.49  C43 1.501, C84 1.512, H101 1.100, H180 1.099
65 C 2.03 -4.82 2.70  C44 1.517, C61 1.536, H97 1.087, H131 1.066
66 C 4.23 -0.31 2.17  C41 1.576, C78 1.488, H110 1.106, H135 1.098
67 C -3.00 -2.41 3.72  O21 1.465, C71 1.542, H152 1.086, H174 1.087
68 C 5.20 0.34 -1.56  O3 1.363, O16 1.204, C34 1.516
69 C 2.43 4.27 -1.56  O13 1.395, C33 1.539, H96 1.083, H138 1.145
70 C -2.48 -0.99 -3.81  O28 1.485, C47 1.524, H164 1.071, H173 1.073
71 C -4.43 -2.77 4.18  C54 1.515, C67 1.542, H106 1.092, H172 1.124
72 C 2.75 -3.51 -3.34  O15 1.207, O24 1.326, C79 1.513
73 C -3.83 3.63 2.54  C59 1.530, C90 1.536, H148 1.088, H154 1.117
74 C 0.67 -3.55 4.13  O7 1.199, O19 1.364, C44 1.463
75 C -4.32 0.54 -3.86  C47 1.492, C57 1.521, H107 1.065, H149 1.084
76 C 1.76 -0.15 5.04  O2 1.345, O27 1.213, C89 1.465
77 C -3.21 -3.48 -1.08  C35 1.506, C87 1.536, H104 1.087, H113 1.094
78 C 3.92 1.08 1.76  C60 1.516, C66 1.488, H94 1.100, H166 1.079
79 C 1.27 -3.48 -3.01  C32 1.538, C72 1.513, H100 1.054, H114 1.104
80 C -0.26 4.66 -5.57  O25 1.444, C62 1.550, H123 1.081, H142 1.092
81 C -2.29 3.39 -5.39  C46 1.530, C62 1.523, H128 1.086, H153 1.085
82 C -4.20 0.02 0.73  O23 1.396, C84 1.548, H157 1.102, H163 1.118
83 C -0.58 0.35 5.45  C36 1.531, C89 1.554, H124 1.110, H151 1.086
84 C -5.47 -0.87 0.82  C64 1.512, C82 1.548, H92 1.075, H140 1.103
85 C -1.31 -4.94 -0.76  O17 1.412, C87 1.548, H95 1.122, H177 1.095
86 C 6.94 0.93 -3.14  C34 1.526, C42 1.557, H144 1.086, H165 1.081
87 C -2.03 -4.11 -1.84  C77 1.536, C85 1.548, H119 1.079, H176 1.084
88 C -2.53 5.57 -2.72  O8 1.194, O26 1.333, C31 1.507
89 C 0.77 -0.03 6.12  C76 1.465, C83 1.554, H115 1.093, H147 1.100
90 C -2.41 3.03 2.50  O4 1.218, O22 1.325, C73 1.536
91 H 1.60 0.74 -0.91  C52 1.083
92 H -5.22 -1.90 0.99  C84 1.075
93 H 0.12 -1.70 -2.79  C32 1.087
94 H 2.90 1.40 2.01  C78 1.100
95 H -0.29 -4.56 -0.49  C85 1.122
96 H 3.30 4.47 -2.18  C69 1.083
97 H 2.39 -5.55 3.41  C65 1.087
98 H -1.32 1.11 -0.62  C58 1.117
99 H 3.80 3.37 -0.19  C33 1.067
100 H 1.10 -3.63 -1.98  C79 1.054
101 H -7.29 -0.68 -0.34  C64 1.100
102 H 2.30 2.47 -0.35  C33 1.066
103 H 2.40 -0.50 -4.04  C63 1.103
104 H -3.00 -2.42 -0.90  C77 1.087
105 H -0.56 0.90 3.36  C36 1.098
106 H -4.96 -2.99 3.26  C71 1.092
107 H -5.38 0.59 -3.93  C75 1.065
108 H -2.23 5.20 -6.44  C62 1.074
109 H -1.49 3.84 -7.28  C62 1.080
110 H 4.09 -1.10 1.40  C66 1.106
111 H -2.69 6.38 -0.85  C31 1.088
112 H -5.93 -1.24 4.61  C54 1.082
113 H -4.17 -3.64 -1.57  C77 1.094
114 H 0.83 -4.34 -3.54  C79 1.104
115 H 1.06 0.75 6.83  C89 1.093
116 H 5.68 -3.09 0.60  C38 1.116
117 H -3.65 -0.51 -1.98  C47 1.111
118 H 5.51 -2.69 -1.12  C38 1.077
119 H -1.32 -3.38 -2.20  C87 1.079
120 H 0.54 -2.14 -4.48  C32 1.060
121 H -3.64 3.92 -0.70  C37 1.122
122 H 1.30 3.75 1.33  C40 1.085
123 H -0.30 5.67 -5.18  C80 1.081
124 H -1.54 -0.13 5.73  C83 1.110
125 H 2.81 4.65 1.54  C40 1.092
126 H 1.95 -2.57 2.91  C44 1.078
127 H 0.39 -6.20 2.55  C61 1.074
128 H -3.10 3.87 -4.85  C81 1.086
129 H -2.21 4.80 4.95  C50 1.069
130 H -4.65 -1.41 5.88  C54 1.104
131 H 2.59 -4.79 1.79  C65 1.066
132 H 1.18 -0.56 1.69  C55 1.087
133 H -4.71 3.50 4.57  C59 1.077
134 H 5.12 -6.42 0.60  C51 1.111
135 H 3.75 -0.64 3.11  C66 1.098
136 H 4.78 -6.61 -1.13  C51 1.095
137 H -2.61 2.69 -1.56  C37 1.080
138 H 1.73 3.73 -2.29  C69 1.145
139 H 5.60 -0.81 -3.29  C34 1.078
140 H -6.17 -0.57 1.61  C84 1.103
141 H 0.23 -4.79 1.53  C61 1.074
142 H 0.54 4.52 -6.30  C80 1.092
143 H -4.47 -1.43 -3.23  C47 1.088
144 H 6.50 1.31 -4.05  C86 1.086
145 H 0.77 1.46 0.51  C52 1.086
146 H 1.87 -1.21 0.28  C55 1.068
147 H 0.76 -1.00 6.62  C89 1.100
148 H -3.88 4.38 1.76  C73 1.088
149 H -3.86 1.49 -3.61  C75 1.084
150 H -2.75 3.19 5.51  C50 1.087
151 H -0.76 1.42 5.60  C83 1.086
152 H -2.74 -2.82 2.75  C67 1.086
153 H -2.76 2.55 -5.88  C81 1.085
154 H -4.55 2.81 2.32  C73 1.117
155 H -1.07 6.63 -1.54  C31 1.079
156 H 6.29 -4.78 -1.73  C45 1.099
157 H -3.26 -0.49 0.49  C82 1.102
158 H 2.71 -3.33 4.21  C44 1.089
159 H -0.57 -0.94 3.60  C36 1.115
160 H -0.36 0.31 -1.96  C58 1.065
161 H 6.44 2.94 -2.35  C42 1.107
162 H 6.85 -1.00 -2.16  C34 1.089
163 H -4.00 0.56 1.70  C82 1.118
164 H -2.29 -2.05 -3.82  C70 1.071
165 H 7.98 0.66 -3.29  C86 1.081
166 H 4.02 1.24 0.70  C78 1.079
167 H -4.35 5.09 4.10  C59 1.080
168 H 6.93 -4.99 -0.03  C45 1.108
169 H -0.67 4.14 -1.33  C53 1.076
170 H 7.68 2.08 -1.36  C42 1.116
171 H 6.43 -0.50 1.74  C41 1.129
172 H -4.55 -3.70 4.81  C71 1.124
173 H -1.66 -0.38 -3.48  C70 1.073
174 H -2.22 -2.57 4.46  C67 1.087
175 H 6.06 -0.73 3.52  C41 1.117
176 H -2.42 -4.66 -2.69  C87 1.084
177 H -1.13 -5.95 -1.16  C85 1.095
178 H 2.22 -1.04 -2.32  C63 1.111
179 H -1.38 4.44 0.23  C53 1.077
180 H -5.96 -1.39 -1.28  C64 1.099

The following is a DFT calculation (the ωB97M-V functional and the def2-TZVPD basis) of a cluster of 2 separate species, C6H12O in total.

The HOMO-LUMO gap comes out at 9.1 eV. Its spin multiplicity is 1. Its largest force on an atom is 0.0960 hartree/bohr. As for the SMILES: C/C=C\C=C\C.O. As for the LUMO energy: 0.54 eV.

Last columns: bonded neighbours and bond lengths (Å).
Geometry (Å):
1 O 0.90 3.94 -0.56  H9 1.059, H10 1.051
2 C 0.95 -2.97 1.34  C7 1.556, H8 1.139, H14 1.166, H17 1.139
3 C 0.47 0.67 -0.48  C4 1.475, C5 1.508, H16 1.169
4 C -0.88 1.21 -0.70  C3 1.475, C6 1.565, H12 1.170
5 C 0.93 -0.73 -0.17  C3 1.508, C7 1.389, H13 1.081
6 C -2.20 0.43 -0.38  C4 1.565, H11 1.112, H15 1.163, H18 1.168
7 C 0.35 -1.81 0.49  C2 1.556, C5 1.389, H19 1.188
8 H 2.03 -3.02 0.97  C2 1.139
9 H 1.65 4.45 -1.09  O1 1.059
10 H 1.01 3.01 -1.05  O1 1.051
11 H -2.01 -0.60 -0.02  C6 1.112
12 H -0.96 2.38 -0.64  C4 1.170
13 H 1.62 -1.14 -0.90  C5 1.081
14 H 0.43 -3.98 1.05  C2 1.166
15 H -2.75 1.23 0.26  C6 1.163
16 H 1.23 1.35 0.09  C3 1.169
17 H 0.81 -2.67 2.43  C2 1.139
18 H -2.77 0.04 -1.32  C6 1.168
19 H -0.82 -1.78 0.68  C7 1.188

The following is a DFT calculation (the ωB97M-V functional and the def2-TZVPD basis) of the ion C3H10N with charge +1.

The HOMO-LUMO gap comes out at 13.6 eV. Its spin multiplicity is 1. The charge is +1. Its largest force on an atom is 0.0489 hartree/bohr. As for the SMILES: CC[NH2+]C. As for the LUMO energy: -3.55 eV.

Last columns: bonded neighbours and bond lengths (Å).
Geometry (Å):
1 N 0.57 -0.35 -0.19  C2 1.552, C3 1.517, H6 1.018, H9 1.023
2 C 0.74 -1.75 0.46  N1 1.552, H5 1.090, H8 1.081, H13 1.083
3 C -0.73 0.35 0.16  N1 1.517, C4 1.524, H12 1.085, H14 1.086
4 C -0.65 1.77 -0.40  C3 1.524, H7 1.090, H10 1.094, H11 1.092
5 H 0.26 -1.70 1.43  C2 1.090
6 H 1.38 0.24 -0.06  N1 1.018
7 H -1.66 2.11 -0.63  C4 1.090
8 H 1.79 -1.96 0.61  C2 1.081
9 H 0.43 -0.68 -1.15  N1 1.023
10 H -0.29 2.50 0.32  C4 1.094
11 H -0.06 1.99 -1.29  C4 1.092
12 H -1.55 -0.11 -0.38  C3 1.085
13 H 0.13 -2.40 -0.15  C2 1.083
14 H -0.74 0.33 1.24  C3 1.086

The following is a DFT calculation (the ωB97M-V functional and the def2-TZVPD basis) of the ion C2H8N3 with charge +1.

The HOMO-LUMO gap comes out at 11.8 eV. Its spin multiplicity is 1. The charge is +1. Its largest force on an atom is 0.0740 hartree/bohr. As for the SMILES: [NH3+]CN1CN1. As for the LUMO energy: -3.59 eV.

Last columns: bonded neighbours and bond lengths (Å).
Geometry (Å):
1 N -0.32 0.24 -1.36  N2 1.503, C5 1.464, H9 1.092
2 N -0.86 -0.76 -0.37  N1 1.503, C4 1.443, C5 1.529
3 N 0.30 1.00 0.87  C4 1.500, H10 0.998, H11 1.053, H12 1.067
4 C -0.64 -0.17 0.92  N2 1.443, N3 1.500, H6 1.038, H7 1.024
5 C 0.54 -0.88 -0.97  N1 1.464, N2 1.529, H8 1.111, H13 1.130
6 H -0.25 -0.94 1.50  C4 1.038
7 H -1.56 0.08 1.29  C4 1.024
8 H 0.75 -1.59 -1.79  C5 1.111
9 H -0.83 0.15 -2.32  N1 1.092
10 H 1.25 0.68 0.89  N3 0.998
11 H 0.09 1.68 1.64  N3 1.053
12 H 0.17 1.37 -0.12  N3 1.067
13 H 1.36 -0.86 -0.18  C5 1.130

The following is a DFT calculation (the ωB97M-V functional and the def2-TZVPD basis) of the molecule C2H4N2O2.

The HOMO-LUMO gap (spin up / spin down) comes out at 9.6 / 9.6 eV. Its spin multiplicity is 1. Its largest force on an atom is 0.0867 hartree/bohr. As for the SMILES: C=[N+]([O-])C(N)=O. As for the LUMO energy (spin up / spin down): 0.36 / 0.36 eV.

Last columns: bonded neighbours and bond lengths (Å).
Geometry (Å):
1 O -0.87 -0.46 1.62  C6 1.200
2 O -0.45 0.95 -1.12  N4 1.265
3 N -1.42 1.74 1.30  C6 1.351, H7 0.971, H9 0.977
4 N -1.41 0.48 -0.44  O2 1.265, C5 1.306, C6 1.387
5 C -2.52 0.13 -1.04  N4 1.306, H8 1.024, H10 1.090
6 C -1.17 0.47 0.92  O1 1.200, N3 1.351, N4 1.387
7 H -1.18 2.07 2.18  N3 0.971
8 H -3.35 -0.33 -0.67  C5 1.024
9 H -1.46 2.48 0.66  N3 0.977
10 H -2.34 0.50 -2.06  C5 1.090

The following is a DFT calculation (the ωB97M-V functional and the def2-TZVPD basis) of a cluster of 2 separate species, C19H22N2 in total.

The HOMO-LUMO gap comes out at 2.6 eV. Its spin multiplicity is 1. Its largest force on an atom is 0.0993 hartree/bohr. As for the LUMO energy: -2.26 eV.

Last columns: bonded neighbours and bond lengths (Å).
Geometry (Å):
1 N 1.04 -0.80 1.72  C6 1.465, C10 1.465, C14 1.373
2 N -0.24 -1.72 -3.03  C18 1.193
3 C -3.59 0.57 1.41  C11 1.395, C21 1.372, H27 1.077
4 C -1.35 -0.18 1.98  C14 1.419, C20 1.417, C21 1.416
5 C -0.56 1.62 -2.03  C19 1.485, H23 1.091, H33 1.091, H35 1.086
6 C 2.44 -0.38 1.79  N1 1.465, H29 1.089, H37 1.089, H42 1.090
7 C 4.65 1.28 -2.19  C13 1.383, C16 1.382, H22 1.079
8 C 2.79 -0.15 -2.63  C12 1.407, C16 1.373, H25 1.077
9 C -5.57 -0.96 1.53  C11 1.492, H38 1.092, H40 1.092, H43 1.092
10 C 0.76 -1.92 0.82  N1 1.465, H31 1.087, H34 1.088, H36 1.088
11 C -4.11 -0.68 1.71  C3 1.395, C9 1.492, C15 1.396
12 C 1.88 0.86 -2.27  C8 1.407, C17 1.410, C19 1.436
13 C 3.79 2.29 -1.83  C7 1.383, C17 1.376, H39 1.078
14 C 0.04 0.09 2.06  N1 1.373, C4 1.419, H28 1.077
15 C -3.25 -1.68 2.18  C11 1.396, C20 1.374, H32 1.078
16 C 4.15 0.05 -2.59  C7 1.382, C8 1.373, H24 1.077
17 C 2.42 2.10 -1.87  C12 1.410, C13 1.376, H26 1.075
18 C 0.07 -0.62 -2.70  N2 1.193, C19 1.331
19 C 0.47 0.59 -2.33  C5 1.485, C12 1.436, C18 1.331
20 C -1.90 -1.44 2.30  C4 1.417, C15 1.374, H41 1.075
21 C -2.25 0.83 1.57  C3 1.372, C4 1.416, H30 1.075
22 H 5.72 1.43 -2.16  C7 1.079
23 H -1.25 1.26 -1.26  C5 1.091
24 H 4.82 -0.74 -2.87  C16 1.077
25 H 2.40 -1.11 -2.94  C8 1.077
26 H 1.78 2.90 -1.57  C17 1.075
27 H -4.24 1.34 1.03  C3 1.077
28 H 0.35 1.10 2.23  C14 1.077
29 H 2.74 -0.22 2.83  C6 1.089
30 H -1.86 1.80 1.33  C21 1.075
31 H 0.52 -2.82 1.38  C10 1.087
32 H -3.66 -2.64 2.45  C15 1.078
33 H -1.15 1.84 -2.92  C5 1.091
34 H -0.07 -1.67 0.17  C10 1.088
35 H -0.12 2.55 -1.68  C5 1.086
36 H 1.62 -2.13 0.19  C10 1.088
37 H 2.57 0.56 1.25  C6 1.089
38 H -6.04 -1.25 2.48  C9 1.092
39 H 4.18 3.24 -1.51  C13 1.078
40 H -5.72 -1.77 0.82  C9 1.092
41 H -1.26 -2.22 2.68  C20 1.075
42 H 3.10 -1.13 1.36  C6 1.090
43 H -6.10 -0.09 1.15  C9 1.092